{"formula": "C84H192N8O16", "method": "ωB97M-V/def2-TZVPD", "elements": ["O", "H", "H", "O", "H", "H", "O", "H", "H", "O", "H", "H", "C", "C", "C", "C", "C", "C", "N", "O", "C", "C", "C", "H", "H", "H", "H", "H", "H", "H", "H", "H", "H", "H", "H", "H", "H", "H", "H", "H", "H", "H", "C", "C", "C", "C", "C", "C", "N", "O", "C", "C", "C", "H", "H", "H", "H", "H", "H", "H", "H", "H", "H", "H", "H", "H", "H", "H", "H", "H", "H", "H", "C", "C", "C", "C", "C", "C", "N", "O", "C", "C", "C", "H", "H", "H", "H", "H", "H", "H", "H", "H", "H", "H", "H", "H", "H", "H", "H", "H", "H", "H", "C", "C", "C", "C", "C", "C", "N", "O", "C", "C", "C", "H", "H", "H", "H", "H", "H", "H", "H", "H", "H", "H", "H", "H", "H", "H", "H", "H", "H", "H", "C", "C", "C", "C", "C", "C", "N", "O", "C", "C", "C", "H", "H", "H", "H", "H", "H", "H", "H", "H", "H", "H", "H", "H", "H", "H", "H", "H", "H", "H", "C", "C", "C", "C", "C", "C", "N", "O", "C", "C", "C", "H", "H", "H", "H", "H", "H", "H", "H", "H", "H", "H", "H", "H", "H", "H", "H", "H", "H", "H", "C", "C", "C", "C", "C", "C", "N", "O", "C", "C", "C", "H", "H", "H", "H", "H", "H", "H", "H", "H", "H", "H", "H", "H", "H", "H", "H", "H", "H", "H", "C", "C", "C", "C", "C", "C", "N", "O", "C", "C", "C", "H", "H", "H", "H", "H", "H", "H", "H", "H", "H", "H", "H", "H", "H", "H", "H", "H", "H", "H", "C", "C", "C", "O", "H", "H", "H", "H", "H", "H", "H", "H", "C", "C", "C", "O", "H", "H", "H", "H", "H", "H", "H", "H", "C", "C", "C", "O", "H", "H", "H", "H", "H", "H", "H", "H", "C", "C", "C", "O", "H", "H", "H", "H", "H", "H", "H", "H"], "xyz": [[-5.26602, -4.70735, -4.64732], [-4.40094, -5.03072, -4.89892], [-5.57604, -4.22836, -5.41588], [-7.30060, -6.37127, -1.19066], [-6.78995, -6.08633, -1.94846], [-8.17582, -6.01504, -1.34335], [-1.44964, -8.24258, -0.13599], [-0.61258, -8.58099, 0.18187], [-1.99933, -8.18911, 0.64580], [-6.45036, -6.10390, 2.79400], [-5.68787, -6.68256, 2.79492], [-6.79030, -6.15627, 1.90074], [-5.56721, 5.98246, -1.62259], [-6.53755, 5.35394, -0.55329], [-5.67569, 4.59287, 0.46352], [-5.05283, 5.51425, 1.57469], [-6.17980, 6.23162, 2.22346], [-7.12385, 7.10040, 1.24175], [-7.46336, 6.27549, 0.06776], [-8.26989, 6.98415, -0.78663], [-8.36366, 7.32628, 2.11322], [-6.55118, 8.45815, 0.88374], [-7.32018, 4.21907, -1.23489], [-6.19610, 6.54294, -2.31429], [-5.13050, 5.13885, -2.15709], [-4.82178, 6.65117, -1.19215], [-6.28150, 3.85245, 0.98591], [-4.96873, 3.98405, -0.10010], [-4.35225, 6.19989, 1.09806], [-4.35277, 4.94551, 2.18669], [-5.89711, 6.94281, 2.99960], [-6.73586, 5.52851, 2.84356], [-8.04936, 7.82358, 3.03084], [-9.07140, 8.04428, 1.69890], [-8.98808, 6.44279, 2.24607], [-7.13855, 9.03066, 0.16587], [-6.49191, 9.01365, 1.81969], [-5.53139, 8.35368, 0.51333], [-7.81168, 4.59054, -2.13408], [-7.99986, 3.67282, -0.58088], [-6.72552, 3.34764, -1.50893], [-9.10113, 6.50559, -0.74628], [8.65168, 6.99644, -2.02731], [7.82610, 5.92155, -2.84938], [7.18593, 4.84302, -1.90122], [5.95082, 5.34725, -1.09534], [4.93724, 6.04578, -2.09035], [5.54529, 7.15343, -3.02939], [6.78101, 6.57028, -3.61343], [7.28512, 7.27215, -4.68971], [4.44223, 7.36156, -4.05731], [5.69975, 8.48625, -2.15533], [8.76308, 5.07473, -3.77151], [8.64808, 8.01861, -2.40578], [9.69974, 6.72061, -1.91071], [8.22213, 7.14540, -1.03665], [7.02111, 3.93000, -2.47333], [7.91545, 4.67230, -1.10955], [6.23518, 6.05001, -0.31217], [5.43438, 4.51835, -0.61127], [4.11459, 6.49306, -1.53241], [4.54078, 5.23138, -2.69672], [3.52706, 7.66647, -3.54978], [4.79189, 8.12687, -4.75022], [4.07133, 6.55570, -4.69065], [6.30863, 8.24720, -1.28342], [6.24372, 9.13378, -2.84302], [4.71175, 8.92693, -2.02213], [9.55188, 4.56960, -3.21407], [9.31771, 5.57066, -4.56810], [8.17762, 4.36039, -4.35034], [7.76891, 7.97604, -4.25144], [5.43691, 0.94439, 6.62810], [5.26286, -0.37766, 7.42837], [4.24392, -1.24785, 6.60483], [4.17302, -2.64706, 7.04569], [5.56782, -3.20750, 6.82791], [6.66450, -2.52682, 7.62465], [6.54358, -1.04429, 7.47299], [7.54404, -0.36020, 8.04422], [6.59606, -3.03494, 9.06968], [7.95501, -2.95498, 6.98497], [4.45839, -0.08637, 8.75529], [6.20740, 0.90979, 5.85788], [5.90517, 1.65831, 7.30571], [4.51472, 1.31302, 6.17889], [3.25789, -0.80955, 6.75887], [4.51457, -1.10520, 5.55865], [3.48897, -3.28034, 6.48078], [3.78343, -2.65823, 8.06363], [5.83979, -3.16835, 5.77311], [5.59135, -4.27807, 7.03143], [5.80325, -2.49610, 9.58853], [6.41325, -4.07713, 9.33146], [7.58542, -2.85245, 9.48918], [8.76319, -2.32479, 7.35619], [8.32168, -3.90066, 7.38416], [7.96264, -3.01083, 5.89643], [3.49411, 0.40831, 8.63886], [5.12878, 0.39041, 9.47039], [4.38365, -1.03301, 9.29045], [7.93869, 0.02231, 7.25712], [0.45383, 6.08333, 10.60293], [-0.50573, 5.98967, 9.38287], [0.39356, 5.44693, 8.15605], [-0.36709, 5.03582, 6.93166], [-1.34082, 3.93750, 7.32024], [-2.27467, 4.29489, 8.54205], [-1.55445, 4.96055, 9.65242], [-2.35289, 5.29950, 10.72627], [-3.36315, 5.20965, 7.91213], [-3.02123, 3.02971, 8.97079], [-1.04973, 7.41559, 9.14140], [-0.12733, 6.55107, 11.39764], [1.39122, 6.63398, 10.52415], [0.54096, 5.06653, 10.98584], [1.29485, 6.03783, 7.99293], [0.84753, 4.51936, 8.50479], [0.36849, 4.67968, 6.21042], [-0.78475, 5.89634, 6.40901], [-0.72342, 3.07894, 7.58442], [-1.90046, 3.66180, 6.42644], [-3.75644, 4.54146, 7.14600], [-4.21107, 5.53646, 8.51406], [-3.01430, 6.11779, 7.42050], [-3.83577, 3.21055, 9.67215], [-3.50940, 2.58388, 8.10417], [-2.34443, 2.37198, 9.51616], [-0.22792, 8.10795, 9.32405], [-1.87082, 7.69294, 9.80244], [-1.49253, 7.51996, 8.15088], [-2.02288, 4.90761, 11.53813], [8.01038, -4.84391, 0.18477], [7.29041, -4.24864, -1.01471], [8.03861, -2.95379, -1.47605], [9.31326, -3.40054, -2.15574], [9.05343, -4.43773, -3.31224], [8.17502, -5.70084, -3.02457], [7.08574, -5.27240, -2.08007], [6.17866, -6.24089, -1.75744], [7.53477, -6.14087, -4.32578], [9.16482, -6.71863, -2.45430], [5.88010, -3.66534, -0.52487], [9.01765, -5.15849, -0.08831], [7.51230, -5.73034, 0.57750], [8.16689, -4.12419, 0.98827], [7.43546, -2.45280, -2.23323], [8.20313, -2.31992, -0.60472], [9.97852, -3.88439, -1.44060], [9.81985, -2.48112, -2.44921], [10.03175, -4.65669, -3.74008], [8.53621, -3.79772, -4.02707], [7.09276, -7.13441, -4.25089], [6.77282, -5.46133, -4.70752], [8.33303, -6.40185, -5.02059], [9.86882, -7.00859, -3.23430], [9.71980, -6.38795, -1.57637], [8.62951, -7.63613, -2.20986], [6.10856, -2.83124, 0.13860], [5.26346, -4.30609, 0.10544], [5.23651, -3.28704, -1.31909], [5.38690, -6.02193, -2.25420], [0.26344, 0.21751, 1.96795], [-0.57723, 0.63915, 0.74584], [-0.02711, 0.23173, -0.60219], [-0.35034, -1.13283, -1.15259], [-1.84968, -1.36982, -1.04158], [-2.46388, -1.00452, 0.36079], [-2.03542, 0.28508, 0.83889], [-2.66304, 0.60826, 2.05233], [-3.99640, -1.14398, 0.24504], [-2.09670, -2.16287, 1.30343], [-0.37925, 2.19812, 0.72857], [1.27790, 0.59666, 1.84460], [0.24494, -0.85019, 2.18648], [-0.18692, 0.70466, 2.83280], [-0.40265, 0.88613, -1.38884], [1.05679, 0.34394, -0.62793], [0.21514, -1.87416, -0.58801], [-0.17665, -1.34786, -2.20695], [-2.08781, -2.42484, -1.17699], [-2.20737, -0.68929, -1.81426], [-4.43809, -0.28813, -0.26539], [-4.28180, -2.03825, -0.30900], [-4.42889, -1.26460, 1.23827], [-2.40376, -3.15732, 0.97958], [-1.01228, -2.24563, 1.23075], [-2.41117, -1.97222, 2.32952], [-0.71048, 2.73831, 1.61548], [-1.05566, 2.50004, -0.07105], [0.63920, 2.49496, 0.47805], [-3.50225, 1.01497, 1.82452], [5.46874, 0.26331, -6.83590], [3.97738, -0.12138, -7.10387], [3.13753, 1.05364, -6.56597], [1.66534, 0.99048, -6.97159], [1.56480, 0.83394, -8.45562], [2.47005, -0.17919, -9.21780], [3.84409, -0.12371, -8.57951], [4.68359, -1.03834, -9.23642], [1.69335, -1.54256, -9.10327], [2.51043, 0.24446, -10.69814], [3.74636, -1.47387, -6.32710], [6.20645, -0.42182, -7.25361], [5.86299, 0.39259, -5.82795], [5.59629, 1.28244, -7.20086], [3.19473, 1.06504, -5.47754], [3.47415, 2.01592, -6.95172], [1.09769, 1.85259, -6.62139], [1.22052, 0.10883, -6.51014], [1.80789, 1.77586, -8.94734], [0.50839, 0.68273, -8.67751], [0.82147, -1.37746, -9.73626], [2.33171, -2.36914, -9.41530], [1.24312, -1.75264, -8.13308], [3.17097, -0.41820, -11.25730], [1.67388, 0.19891, -11.39543], [2.96942, 1.23155, -10.64281], [2.71180, -1.68484, -6.05639], [4.35217, -1.52951, -5.42267], [4.06529, -2.39555, -6.81381], [5.34501, -0.45410, -9.61428], [-7.95957, -4.35693, -8.20580], [-8.22397, -2.78228, -8.39252], [-9.65251, -2.50344, -7.77075], [-9.94376, -0.99999, -7.55078], [-8.74525, -0.33507, -6.81404], [-7.31866, -0.49593, -7.48639], [-7.19056, -1.96719, -7.74531], [-5.93390, -2.40327, -8.05021], [-7.27137, 0.39588, -8.78042], [-6.32045, -0.01073, -6.36722], [-8.40484, -2.39843, -9.88582], [-8.76365, -5.04926, -8.45526], [-7.72238, -4.53955, -7.15771], [-7.08524, -4.58589, -8.81508], [-10.44155, -2.89042, -8.41554], [-9.75860, -2.97223, -6.79244], [-10.89788, -0.82427, -7.05391], [-10.09680, -0.41210, -8.45581], [-8.70974, -0.81912, -5.83806], [-8.98089, 0.69488, -6.54615], [-8.14596, 0.23881, -9.41172], [-7.21000, 1.43652, -8.46198], [-6.41713, 0.21025, -9.43151], [-6.51116, 1.03700, -6.13485], [-6.37439, -0.56227, -5.42861], [-5.27503, -0.15701, -6.63888], [-8.98739, -1.53439, -10.20545], [-8.50287, -3.24341, -10.56736], [-7.49753, -1.98865, -10.32964], [-5.76820, -2.10415, -8.94725], [-3.95765, -4.23315, 6.61442], [-3.05823, -4.03371, 7.77690], [-1.94049, -2.98128, 7.50405], [-3.77982, -3.60560, 8.89983], [-3.43840, -4.79114, 5.83524], [-4.23811, -3.30502, 6.11639], [-4.89615, -4.70639, 6.90316], [-2.63821, -4.99480, 8.07350], [-2.13294, -1.93760, 7.25545], [-1.44863, -3.35904, 6.60769], [-1.32110, -2.73145, 8.36546], [-4.40217, -2.91865, 8.65007], [-8.85705, 1.88824, 4.76531], [-9.37908, 0.47250, 4.97688], [-10.16772, -0.14669, 3.81152], [-8.30363, -0.40878, 5.23707], [-8.52108, 2.40745, 5.66288], [-9.63762, 2.53343, 4.36214], [-7.95791, 1.90881, 4.14949], [-10.01625, 0.56814, 5.85607], [-10.81669, 0.60230, 3.35771], [-10.74964, -1.02399, 4.09404], [-9.54184, -0.59988, 3.04276], [-8.44218, -1.31872, 4.96426], [-0.13840, -6.44550, -6.41806], [-0.04047, -7.10681, -5.08178], [1.04955, -6.43132, -4.26828], [-1.31759, -6.93096, -4.40214], [-0.84218, -6.98175, -7.05463], [0.81165, -6.46403, -6.95206], [-0.37598, -5.38424, -6.34475], [0.08727, -8.15189, -5.36392], [0.93110, -5.35423, -4.38637], [2.04409, -6.68490, -4.63527], [1.04283, -6.65817, -3.20217], [-1.13100, -7.14281, -3.48458], [1.50182, -6.75508, 3.16002], [2.37111, -7.85656, 2.54670], [3.57126, -8.22010, 3.42342], [1.47105, -8.89581, 2.43043], [2.03314, -5.80365, 3.18406], [1.04621, -7.00943, 4.11700], [0.73784, -6.48301, 2.43173], [2.75496, -7.51168, 1.58659], [3.96063, -9.18988, 3.11355], [3.58686, -8.10619, 4.50734], [4.43314, -7.62202, 3.12752], [0.85578, -8.89420, 3.16734]], "atomic_forces_ev_per_a": [[-0.2, -0.1, 0.3], [0.3, -0.1, 0.0], [-0.1, 0.2, -0.3], [0.0, -0.1, 0.3], [0.2, 0.1, -0.3], [-0.2, 0.1, 0.0], [-0.1, 0.1, -0.3], [0.3, -0.1, 0.1], [-0.2, 0.0, 0.2], [-0.1, 0.1, 0.3], [0.2, -0.1, 0.0], [-0.1, 0.0, -0.4], [-1.3, -0.3, 0.4], [1.2, -0.8, -0.7], [0.2, 0.7, 1.5], [0.8, -0.7, -2.2], [-0.7, 1.3, 0.3], [0.0, -1.8, 0.7], [0.5, -0.9, 2.5], [-0.4, 0.4, -1.2], [-0.8, 0.7, -0.6], [0.9, -0.1, 0.5], [-0.3, -0.3, -0.5], [0.2, 0.1, -0.1], [0.3, 0.3, -0.1], [0.0, -0.2, 0.0], [-0.4, 0.0, 0.1], [0.4, 0.3, 0.0], [-0.1, 0.4, -0.3], [-0.6, -0.2, 0.6], [0.6, 0.3, -0.1], [-0.7, -0.2, -0.5], [-0.1, -0.5, 0.3], [0.1, 0.2, -0.5], [0.5, -0.3, 0.4], [-0.1, -0.3, 0.1], [0.1, 0.3, -0.1], [0.1, 0.1, -0.2], [-0.3, -0.2, 0.0], [-0.6, 0.8, 0.3], [0.8, 0.4, -0.5], [-0.3, 0.1, -0.1], [-0.2, -0.5, 0.2], [0.6, 0.0, 0.7], [0.0, 1.5, 1.0], [-0.6, 0.7, -1.9], [1.3, -0.5, 0.7], [-0.6, -1.7, 1.9], [-1.9, -1.3, -0.1], [0.1, 0.6, 0.0], [0.2, 0.9, -0.8], [0.6, -1.5, -2.2], [-0.1, 0.5, -0.6], [-0.1, -0.1, -0.7], [0.0, -0.1, 0.1], [0.0, -0.3, 0.2], [-0.3, 0.1, 0.1], [0.4, -0.5, -0.3], [0.2, 0.0, 0.0], [0.1, -0.1, 0.0], [-0.1, 0.0, 0.0], [-0.1, 0.1, -0.3], [0.2, 0.5, 0.2], [-0.4, 0.3, -0.1], [0.8, -0.6, 0.2], [-0.4, 0.4, 0.2], [0.2, 0.5, 0.4], [0.2, -0.1, 0.6], [-0.3, -0.2, 0.4], [-0.2, 0.8, 0.2], [-0.2, -0.3, 0.4], [0.5, 0.7, -0.4], [0.9, 0.0, 0.9], [-2.4, 0.4, -0.8], [0.0, 1.8, -0.3], [0.6, -1.2, -0.3], [-0.4, -0.7, 0.1], [-0.8, -0.5, -0.4], [-2.6, -3.1, -1.2], [1.5, 1.5, 1.0], [0.4, 0.9, 0.8], [1.7, -0.2, 0.7], [2.4, -0.8, 0.6], [-0.2, -0.7, -0.4], [-0.6, 0.5, 0.2], [0.0, 0.1, 0.3], [0.0, 0.4, -0.2], [-0.1, -0.4, -0.2], [-0.3, 0.3, -0.2], [0.4, -0.3, 0.3], [-0.4, 0.4, -0.2], [0.1, -0.1, 0.3], [0.3, 0.2, 0.3], [-0.1, -0.3, -1.0], [-0.2, 0.5, 0.6], [0.0, 0.5, -0.4], [-0.5, -0.5, -0.2], [-0.1, 0.3, 0.1], [0.3, 0.0, -0.1], [-0.2, 0.9, -0.1], [-0.8, -0.2, -0.3], [0.7, 0.4, 0.3], [-1.8, -0.7, 0.7], [1.0, 0.0, -1.1], [-0.5, -0.2, 1.8], [0.4, 0.7, -0.3], [0.5, 0.3, 0.7], [-1.1, 1.6, -0.9], [2.6, -1.3, -0.7], [-1.5, 1.0, 0.0], [-0.3, -0.2, -0.6], [0.2, 0.2, 0.8], [-0.2, -0.5, -0.3], [0.1, 0.4, 0.1], [-0.1, -0.3, -0.5], [0.8, -0.1, -0.2], [-0.4, 0.7, -0.2], [-0.1, -0.3, 0.5], [0.0, -0.4, -0.1], [-0.6, 0.1, 0.2], [0.0, -0.2, 0.1], [-0.5, -0.1, 0.3], [-0.5, 0.4, -0.3], [0.2, -0.3, 0.6], [0.4, -0.2, 0.0], [0.0, 0.5, 0.1], [0.4, -0.3, 0.0], [0.1, -0.4, -0.4], [-0.1, 0.2, -0.4], [0.2, -0.3, 0.4], [0.4, 0.2, -0.2], [0.4, -0.5, -0.2], [0.6, -0.2, 0.3], [-1.9, 0.6, 0.8], [-0.2, -2.3, -0.8], [0.4, -0.8, 0.4], [-0.6, 2.3, 0.3], [0.5, 1.8, 1.4], [1.5, 2.7, -1.4], [-0.3, -1.2, 0.7], [0.4, -1.4, 0.0], [-0.7, -1.1, -0.3], [0.7, -0.5, 0.2], [0.0, -0.1, -0.1], [-0.2, 0.1, 0.0], [-0.3, 0.1, 0.1], [-0.2, 0.2, 0.2], [0.0, 0.0, -0.1], [0.1, 0.1, 0.3], [0.3, -0.3, -0.7], [-0.2, -0.5, -0.1], [-0.2, -0.3, -0.5], [-0.5, 0.0, 0.5], [0.4, 0.2, -0.1], [0.1, 0.8, -0.5], [0.2, 0.1, 0.0], [-0.1, 0.2, -0.2], [0.0, -0.1, 0.3], [0.1, 0.2, -0.1], [0.2, -0.6, -0.2], [0.3, -0.1, -0.3], [-0.2, 0.0, -0.1], [-0.6, -0.4, 0.0], [0.0, 1.2, 1.5], [0.4, -0.4, -1.8], [-0.5, -1.5, 1.2], [0.2, 1.0, 1.3], [-0.6, -2.4, -0.6], [0.4, 0.9, -1.9], [0.8, -0.2, 0.9], [0.1, 0.7, 0.0], [1.5, 0.0, 0.0], [-1.5, -0.3, -0.6], [0.0, -0.2, 0.1], [0.3, 0.0, -0.2], [0.1, 0.0, 0.1], [-0.1, 0.6, 0.3], [0.1, 0.3, 0.3], [0.0, -0.3, 0.0], [0.8, 0.7, 0.0], [-0.2, 0.2, -0.6], [-0.9, -0.3, -0.1], [-0.1, 0.1, 0.0], [0.3, 0.0, -0.1], [-0.1, 0.2, 0.0], [-0.7, 0.2, -0.1], [0.2, 0.0, 0.6], [0.1, 0.0, 0.0], [0.1, -0.4, 0.3], [0.2, 0.5, -0.1], [0.0, -0.2, 0.0], [0.0, 0.2, -0.3], [0.3, 0.7, -0.2], [1.5, -0.6, 0.7], [-0.9, -0.1, 0.1], [0.8, -1.2, 0.4], [0.0, 1.1, -1.4], [-1.8, -1.1, 1.8], [-1.8, 0.9, -0.7], [0.1, -0.4, 0.3], [0.6, 0.6, -0.2], [1.8, -0.3, 0.1], [-0.3, -0.1, -0.2], [-0.3, 0.0, -0.5], [-1.0, -0.4, 0.7], [0.3, -0.1, -0.7], [0.3, 0.0, 0.1], [0.6, -0.1, 0.0], [0.1, 0.1, -0.1], [-0.2, -0.1, 0.2], [0.0, 0.5, 0.3], [0.0, -0.4, -0.5], [0.1, -0.5, -0.4], [-0.3, -0.1, -0.2], [0.5, 0.1, 0.3], [0.6, 0.0, 0.3], [-0.9, 0.3, 1.1], [-0.1, 0.2, -0.7], [-0.2, 0.3, 0.0], [-0.2, 0.6, 0.2], [0.1, 0.3, -0.8], [0.2, -0.1, -0.1], [0.9, 1.8, -0.1], [-2.5, -0.1, -0.4], [0.4, 1.2, 0.3], [1.2, 0.6, -0.4], [-0.4, -0.8, 0.2], [-1.4, -0.3, 0.5], [-1.6, 0.2, 2.0], [1.0, 0.0, -0.3], [0.3, -0.4, 0.7], [0.2, -0.6, -0.9], [1.9, -0.1, -1.3], [-0.3, 0.6, -0.3], [0.1, 0.1, 0.0], [0.0, -0.3, 0.1], [0.3, -0.4, -0.1], [0.2, -0.2, 0.1], [0.2, -0.3, 0.6], [0.1, -0.4, -0.6], [0.4, -0.2, 0.1], [0.2, 0.3, -0.5], [-0.1, 0.2, 0.3], [-0.1, 0.1, -0.1], [0.3, -0.1, 0.2], [0.1, 0.0, -0.2], [-0.6, -0.2, -0.1], [0.0, 0.3, -0.4], [-1.1, -0.5, 0.7], [-0.9, -0.2, 0.2], [1.0, -0.2, 0.4], [0.4, 0.0, -0.6], [-0.4, 0.0, -1.3], [0.6, 2.0, 0.6], [0.2, -0.5, -0.5], [-0.7, -0.1, 1.2], [-0.2, -0.3, 0.0], [0.0, 0.3, 0.2], [0.2, -0.4, 0.0], [0.4, 0.1, 0.0], [-1.6, -0.1, -0.4], [0.9, 0.1, 0.3], [0.5, -1.2, 0.1], [0.0, 0.1, -0.1], [0.5, 0.2, -0.3], [-0.2, -0.7, -0.5], [-0.2, 0.4, -0.1], [1.2, 0.4, 0.9], [-0.2, -0.5, 0.5], [0.0, -0.1, -0.3], [-0.2, -0.1, -0.5], [-0.3, -0.5, 0.2], [-0.2, -0.2, -0.1], [-0.4, 0.3, 0.6], [0.5, 0.7, -0.1], [-0.5, 0.2, -0.1], [0.0, 0.5, -0.9], [-0.8, 0.6, 0.1], [0.4, -0.2, -0.1], [0.8, -0.2, -0.5], [-0.2, 0.3, 0.0], [0.2, -0.3, 0.1], [-0.4, 0.0, 0.1], [0.4, -0.4, 0.9], [0.0, 0.1, 0.1], [0.0, -0.1, -0.1], [-0.2, -0.2, 0.0], [-0.3, -0.1, 0.2], [0.8, 1.6, -1.2], [-0.4, 1.5, 2.6], [1.5, 0.1, -1.0], [-0.6, -2.3, -1.4], [0.3, 0.0, 0.8], [0.2, 0.0, 0.0], [-0.5, -0.5, 0.1], [-0.3, -0.4, -0.3], [-0.4, -0.4, 0.4], [-0.9, -0.3, 0.0], [0.0, 0.6, -0.1], [0.1, 0.1, 0.1]], "mulliken_charge": [-0.649, 0.291, 0.357, -0.634, 0.324, 0.310, -0.618, 0.330, 0.295, -0.638, 0.304, 0.327, -1.673, 1.625, -1.618, -0.849, -1.245, 1.460, 0.515, -0.521, -1.934, -1.636, -1.928, 0.409, 0.426, 0.311, 0.402, 0.584, 0.315, 0.436, 0.532, 0.390, 0.407, 0.423, 0.421, 0.364, 0.436, 0.332, 0.430, 0.448, 0.377, 0.357, -1.438, 1.305, -1.146, -0.755, -1.207, 1.327, 0.180, -0.435, -1.817, -1.399, -1.878, 0.235, 0.421, 0.323, 0.466, 0.348, 0.308, 0.409, 0.447, 0.443, 0.412, 0.402, 0.376, 0.294, 0.340, 0.418, 0.401, 0.376, 0.460, 0.383, -1.909, 1.384, -1.317, -0.572, -1.410, 1.596, 0.427, -0.476, -1.570, -1.968, -1.597, 0.411, 0.436, 0.358, 0.487, 0.393, 0.346, 0.333, 0.401, 0.472, 0.324, 0.315, 0.385, 0.465, 0.421, 0.373, 0.408, 0.379, 0.335, 0.369, -1.981, 1.667, -1.382, -0.623, -1.055, 1.272, 0.334, -0.500, -1.571, -1.892, -1.681, 0.457, 0.371, 0.446, 0.478, 0.415, 0.413, 0.325, 0.359, 0.413, 0.453, 0.324, 0.287, 0.401, 0.365, 0.463, 0.430, 0.364, 0.309, 0.339, -1.681, 1.182, -1.024, -0.780, -1.175, 1.565, 0.495, -0.475, -1.862, -1.675, -1.804, 0.311, 0.337, 0.391, 0.320, 0.469, 0.341, 0.409, 0.445, 0.387, 0.413, 0.393, 0.404, 0.408, 0.317, 0.377, 0.416, 0.364, 0.414, 0.318, -1.632, 1.538, -1.263, -0.781, -1.330, 1.583, 0.564, -0.449, -2.041, -1.789, -1.852, 0.419, 0.277, 0.406, 0.453, 0.453, 0.355, 0.365, 0.495, 0.294, 0.442, 0.410, 0.462, 0.446, 0.318, 0.358, 0.356, 0.471, 0.366, 0.306, -2.040, 1.611, -1.246, -0.590, -1.190, 1.501, 0.424, -0.495, -1.702, -1.838, -1.751, 0.431, 0.412, 0.434, 0.407, 0.430, 0.404, 0.246, 0.381, 0.363, 0.473, 0.363, 0.301, 0.419, 0.322, 0.445, 0.288, 0.491, 0.353, 0.349, -1.814, 1.210, -1.079, -0.728, -1.232, 1.252, 0.478, -0.394, -1.429, -1.803, -1.646, 0.376, 0.385, 0.395, 0.363, 0.415, 0.432, 0.296, 0.416, 0.506, 0.295, 0.394, 0.324, 0.375, 0.396, 0.376, 0.287, 0.454, 0.384, 0.320, -1.371, 0.591, -1.243, -0.560, 0.372, 0.320, 0.367, 0.224, 0.326, 0.308, 0.342, 0.327, -1.284, 0.782, -1.400, -0.537, 0.364, 0.338, 0.263, 0.091, 0.331, 0.378, 0.380, 0.296, -1.456, 0.677, -1.225, -0.499, 0.332, 0.370, 0.357, 0.162, 0.292, 0.324, 0.393, 0.270, -1.423, 0.636, -1.310, -0.570, 0.372, 0.403, 0.353, 0.232, 0.346, 0.304, 0.322, 0.337], "lumo_energy_ev": -0.07, "molar_mass_g_mol": 1570.50, "charge": 0, "gap_ev": 7.97}